1.
DFT (the ωB97M-V functional and the def2-TZVPD basis) results for one molecule with the formula C5H9NS2 at a distorted geometry.

Each line ends with the natural charge from an NBO analysis.
Element x y z (Å)
C: -2.7908 0.1778 0.2035  -0.79
C: -0.2791 -0.7270 0.1624  -0.47
C: 2.4214 -0.7090 -0.0974  -0.53
C: 1.4127 0.4709 0.3295  -0.10
C: 0.1946 0.3340 -0.5247  -0.13
H: -3.8369 0.2212 -0.3337  0.24
H: -2.0516 0.9349 -0.3669  0.23
H: -2.9786 0.4376 1.3173  0.22
H: -0.4603 -0.4429 1.1138  0.22
H: 3.0486 -0.9911 0.8507  0.24
H: 2.9814 -0.8946 -1.1469  0.26
H: 1.2119 0.6383 1.3762  0.23
H: 0.9269 2.1402 -0.8655  0.37
H: 0.4797 0.1333 -1.7205  0.19
N: 0.6486 1.6319 -0.0922  -0.55
S: -1.9445 -1.3601 -0.2128  0.19
S: 1.0160 -1.9954 0.0073  0.18

Cartesian forces (eV/Å) of the 3 atoms listed first:
C -0.42 2.01 -1.24
C -3.94 -4.50 0.28
C -0.06 -0.67 0.92

Values from the calculation:
Frontier orbital gap: 9.183 eV
Highest occupied orbital energy: -8.4 eV
DFT total energy: -1046.82157 a.u.
2S+1: 1
ΔE to the lowest compared entry with this formula, charge and spin: 142.3 kcal/mol
Charge: 0
E_LUMO: 0.740 eV

=====

2.
DFT (the ωB97M-V functional and the def2-TZVPD basis) results for a 2-piece molecular cluster, CH4NS overall at a distorted geometry.

Each line ends with the natural charge from an NBO analysis.
Element x y z (Å)
S: 0.5731 -1.7406 -2.2248  -1.08
H: 0.3302 -1.8990 -3.5429  0.09
C: 0.2266 0.6637 1.0791  0.00
N: -0.7806 1.4270 1.4403  -0.69
H: 1.1290 0.4790 1.8090  0.14
H: 0.2828 0.0194 0.2388  0.20
H: -1.7611 1.0506 1.2005  0.35

Cartesian forces (eV/Å) of the 3 atoms listed first:
S -0.02 0.00 -0.04
H 0.02 0.05 0.18
C -1.21 1.00 2.62

Values from the calculation:
Frontier orbital gap: 6.598 eV
Highest occupied orbital energy: -2.6 eV
DFT total energy: -493.41287 a.u.
2S+1: 1
ΔE to the lowest compared entry with this formula, charge and spin: 25.3 kcal/mol
Charge: -1
E_LUMO: 4.006 eV

=====

3.
DFT (the ωB97M-V functional and the def2-TZVPD basis) results for a 4-piece molecular cluster, C2H14N3O3 overall at a distorted geometry.

Each line ends with the natural charge from an NBO analysis.
Element x y z (Å)
C: 1.0205 -2.8345 0.9431  -0.42
N: 0.7280 -1.5521 0.3311  -0.55
C: 1.1030 -1.0660 -0.8433  0.67
N: 1.1770 0.2296 -1.1637  -0.75
N: 1.6341 -1.9285 -1.7526  -0.79
H: 1.4690 -2.6195 1.9281  0.24
H: 1.7410 -3.3885 0.3399  0.21
H: 0.1992 -3.5333 0.9628  0.23
H: 0.1528 -0.9388 0.9086  0.44
H: 0.9585 0.9271 -0.4666  0.45
H: 1.0679 0.4536 -2.1373  0.43
H: 2.4651 -1.6702 -2.2702  0.43
H: 1.4413 -2.8936 -1.5426  0.41
H: -3.3512 3.4030 0.6352  0.48
H: -4.2906 2.3120 0.8106  0.49
O: -3.3948 2.4481 0.4512  -0.95
H: -2.1804 1.1386 0.9337  0.51
H: -1.9370 1.2054 2.5087  0.48
O: -1.7057 0.7639 1.6988  -1.00
H: 0.0582 3.0987 -0.1456  0.49
H: 0.9013 3.5947 -1.3566  0.50
O: 0.7427 2.8502 -0.7735  -0.97

Cartesian forces (eV/Å) of the 3 atoms listed first:
C 1.18 -0.31 -0.27
N -1.25 1.27 0.19
C 1.92 -0.83 -0.61

Values from the calculation:
Frontier orbital gap: 11.766 eV
Highest occupied orbital energy: -14.3 eV
DFT total energy: -474.39122 a.u.
2S+1: 1
ΔE to the lowest compared entry with this formula, charge and spin: 18.0 kcal/mol
Charge: +1
E_LUMO: -2.556 eV

=====

4.
DFT (the ωB97M-V functional and the def2-TZVPD basis) results for one molecule with the formula C2HN5 at a distorted geometry.

Each line ends with the natural charge from an NBO analysis.
Element x y z (Å)
C: 0.0068 -0.0101 -0.2196  -0.18
C: -0.3213 0.5342 0.8098  0.15
N: -1.8753 3.0135 2.8138  -0.07
N: -0.9886 2.6068 3.6676  -0.07
N: -1.7859 2.3969 1.7379  -0.01
N: -0.2708 1.7048 3.1404  -0.01
N: -0.7389 1.5832 1.9042  -0.06
H: 0.2499 -0.8541 -0.7931  0.25

Cartesian forces (eV/Å) of the 3 atoms listed first:
C -0.54 0.28 2.23
C -0.96 3.71 2.69
N -2.25 1.98 0.41

Values from the calculation:
Frontier orbital gap: 11.510 eV
Highest occupied orbital energy: -11.6 eV
DFT total energy: -350.39486 a.u.
2S+1: 1
ΔE to the lowest compared entry with this formula, charge and spin: 83.8 kcal/mol
Charge: 0
E_LUMO: -0.116 eV

=====

5.
DFT (the ωB97M-V functional and the def2-TZVPD basis) results for a 4-piece molecular cluster, C24H43ClN3O5P overall at a distorted geometry.

Each line ends with the Löwdin charge.
Element x y z (Å)
C: -2.0908 -0.7393 -4.0865  -0.04
C: -2.8685 -0.2357 -2.8997  -0.22
C: -3.7974 0.7881 -3.0690  -0.04
C: -4.5502 1.2753 -2.0136  -0.08
C: -4.4025 0.7340 -0.7446  -0.07
C: -3.4677 -0.2785 -0.5594  -0.04
C: -2.6966 -0.7622 -1.6127  -0.18
C: -1.7022 -1.8759 -1.3418  -0.09
C: -0.4451 -1.3815 -0.5754  -0.29
C: 0.7563 -1.5668 -1.3681  -0.26
N: 1.7236 -1.6370 -1.9675  0.20
C: -0.2716 -1.9539 0.8560  -0.73
Cl: 1.3638 -1.4408 1.4553  0.78
C: -1.2180 -1.4123 1.8034  -0.30
N: -1.9358 -0.9467 2.5577  0.22
P: -0.3201 -3.8029 0.9701  0.44
N: -1.7486 -4.3935 0.8193  -0.14
O: 0.2675 -4.0995 2.4197  -0.14
O: 0.7958 -4.2722 -0.0440  -0.11
H: -2.3136 -1.7812 -4.3005  0.08
H: -1.0207 -0.5828 -3.9718  0.08
H: -2.4014 -0.1816 -4.9658  0.08
H: -3.9397 1.2304 -4.0442  0.11
H: -5.2657 2.0708 -2.1597  0.10
H: -4.9828 1.0623 0.1027  0.10
H: -3.3717 -0.6909 0.4338  0.09
H: -2.2286 -2.6698 -0.8216  0.10
H: -1.3779 -2.2480 -2.3073  0.10
H: -0.5518 -0.3039 -0.4573  0.16
H: -1.8029 -5.0350 0.0353  0.00
H: -0.4218 -3.8154 3.0427  0.09
H: 0.4200 -4.8982 -0.6751  0.10
C: 3.4723 0.8703 0.6312  -0.12
C: 4.1124 2.0639 -0.0580  -0.27
O: 4.1117 3.2433 0.7248  -0.16
C: 4.8206 3.1647 1.9470  -0.29
C: 6.3037 2.8753 1.7804  -0.07
H: 2.4809 1.1332 0.9986  0.06
H: 3.3836 0.0369 -0.0651  0.05
H: 4.0652 0.5328 1.4854  0.06
H: 3.5452 2.3091 -0.9561  0.12
H: 5.1292 1.8198 -0.3859  0.11
H: 4.3560 2.4299 2.6097  0.08
H: 4.6984 4.1389 2.4222  0.12
H: 6.4811 1.8684 1.3976  0.07
H: 6.8148 2.9593 2.7407  0.07
H: 6.7534 3.5804 1.0804  0.08
C: 5.0989 1.6290 5.2043  -0.08
C: 6.5043 1.0966 5.4303  -0.28
O: 7.3053 1.9268 6.2491  -0.16
C: 6.8365 2.1289 7.5693  -0.28
C: 6.7373 0.8526 8.3882  -0.08
H: 5.1340 2.6600 4.8510  0.07
H: 4.5797 1.0190 4.4643  0.07
H: 4.5070 1.6148 6.1210  0.07
H: 7.0270 1.0390 4.4748  0.11
H: 6.4704 0.0772 5.8313  0.11
H: 5.8759 2.6564 7.5592  0.11
H: 7.5585 2.8011 8.0331  0.12
H: 5.9551 0.1895 8.0151  0.07
H: 6.5024 1.0895 9.4263  0.08
H: 7.6802 0.3052 8.3573  0.08
C: -6.8779 -2.1248 -6.7512  -0.08
C: -6.2664 -1.3924 -5.5683  -0.28
O: -6.1149 -0.0010 -5.7733  -0.17
C: -7.3057 0.7299 -5.9975  -0.28
C: -8.2863 0.6717 -4.8380  -0.08
H: -6.3322 -1.8931 -7.6668  0.08
H: -6.8450 -3.2018 -6.5848  0.08
H: -7.9209 -1.8447 -6.9070  0.07
H: -5.2587 -1.7707 -5.3907  0.11
H: -6.8400 -1.5857 -4.6547  0.11
H: -7.7864 0.4064 -6.9277  0.11
H: -6.9883 1.7617 -6.1508  0.12
H: -8.7047 -0.3278 -4.7089  0.07
H: -9.1159 1.3574 -5.0122  0.08
H: -7.7912 0.9474 -3.9057  0.08

Cartesian forces (eV/Å) of the 3 atoms listed first:
C -0.32 0.40 -0.13
C -0.05 0.08 0.27
C -0.03 0.13 0.02

Values from the calculation:
Frontier orbital gap: 9.390 eV
Highest occupied orbital energy: -9.2 eV
DFT total energy: -2282.26589 a.u.
2S+1: 1
Charge: 0
E_LUMO: 0.177 eV

=====

6.
DFT (the ωB97M-V functional and the def2-TZVPD basis) results for one molecule with the formula C22H31N3O2.

Each line ends with the natural charge from an NBO analysis.
Element x y z (Å)
C: 5.2047 1.6610 -0.3546  -0.64
C: 3.7258 1.5918 -0.4856  0.14
C: 2.7463 1.9709 0.3879  -0.29
C: 1.4885 1.7134 -0.2441  -0.23
C: 0.1198 1.9836 0.2983  0.70
O: -0.6434 2.7728 -0.2371  -0.63
N: -0.2531 1.2705 1.4153  -0.45
C: -1.5650 1.4884 1.9839  -0.24
C: -2.5311 0.2878 1.8045  -0.23
N: -2.1059 -0.6655 0.7980  -0.44
C: -2.2816 -0.3724 -0.5290  0.67
O: -1.6291 -0.8879 -1.4225  -0.62
C: -3.3759 0.6021 -0.8708  -0.10
C: -4.6546 0.3819 -1.1467  -0.16
C: -4.9553 1.8258 -1.4766  -0.42
C: -3.4429 2.0918 -1.1598  -0.40
C: -1.1290 -1.6777 1.2393  -0.03
C: -1.3247 -3.0412 0.5854  -0.41
C: -0.3525 -4.0596 1.1685  -0.39
C: 1.0861 -3.5792 1.0292  -0.40
C: 1.2653 -2.2257 1.7005  -0.38
C: 0.3070 -1.1729 1.1539  -0.25
C: 0.5127 0.1341 1.9086  -0.20
C: 1.7455 1.1876 -1.4804  0.19
C: 0.8147 0.7566 -2.5523  -0.66
N: 3.1093 1.1051 -1.6159  -0.33
C: 3.7830 0.5995 -2.7923  -0.40
H: 5.4557 2.1515 0.5839  0.23
H: 5.6668 0.6698 -0.3456  0.21
H: 5.6646 2.2339 -1.1635  0.22
H: 2.9045 2.4130 1.3589  0.22
H: -1.4675 1.7061 3.0544  0.19
H: -1.9691 2.3709 1.4998  0.24
H: -2.6289 -0.2605 2.7421  0.20
H: -3.5243 0.6616 1.5539  0.23
H: -5.2613 -0.5144 -1.1568  0.20
H: -5.2557 2.0307 -2.5048  0.21
H: -5.6543 2.3250 -0.8029  0.20
H: -3.2275 2.7597 -0.3295  0.22
H: -2.8412 2.4169 -2.0081  0.22
H: -1.3511 -1.8270 2.3069  0.19
H: -2.3577 -3.3612 0.7521  0.21
H: -1.1832 -2.9704 -0.4888  0.23
H: -0.5732 -4.2388 2.2282  0.19
H: -0.4856 -5.0149 0.6557  0.21
H: 1.7759 -4.3083 1.4610  0.21
H: 1.3380 -3.4933 -0.0339  0.20
H: 1.0934 -2.3396 2.7802  0.19
H: 2.2925 -1.8657 1.5875  0.21
H: 0.5392 -0.9900 0.0976  0.23
H: 1.5735 0.3773 1.8829  0.23
H: 0.2489 0.0026 2.9655  0.19
H: -0.1936 1.0829 -2.3111  0.26
H: 1.0893 1.1917 -3.5163  0.21
H: 0.7814 -0.3305 -2.6660  0.23
H: 3.2403 -0.2554 -3.1911  0.21
H: 3.8602 1.3583 -3.5746  0.20
H: 4.7851 0.2754 -2.5232  0.21

Cartesian forces (eV/Å) of the 3 atoms listed first:
C 0.14 0.00 0.02
C -0.08 0.00 -0.06
C -0.20 -0.03 -0.06

Values from the calculation:
Frontier orbital gap: 8.564 eV
Highest occupied orbital energy: -7.8 eV
DFT total energy: -1171.66012 a.u.
2S+1: 1
ΔE to the lowest compared entry with this formula, charge and spin: 42.9 kcal/mol
Charge: 0
E_LUMO: 0.752 eV